Here is 2 unconnected molecules or ions with the total composition C9H20BrN in a non-equilibrium geometry from the Open Molecules 2025 dataset. Energies are from the ωB97M-V functional and the def2-TZVPD basis.

```
31
Properties=species:S:1:pos:R:3:forces:R:3
C -0.4330 -0.8455 -3.1551 1.727 -0.913 -1.138
C -1.1715 -1.5340 -2.1018 -2.291 0.591 1.778
C -0.5597 -1.2602 -0.7228 1.097 -1.004 0.631
C -0.3126 0.2073 -0.3628 -1.865 -0.258 -0.195
N -0.1485 0.5887 1.1234 0.234 -0.606 0.553
C 1.0080 -0.1367 1.8051 0.383 -0.018 0.738
C 2.3089 0.6407 1.5728 -0.546 0.900 -1.653
C 1.8370 2.0908 1.1447 -1.567 -0.450 -1.033
C 0.2352 2.0622 1.1205 1.038 -0.868 1.538
C -1.4648 0.3864 1.9391 0.631 1.264 -0.831
H -0.1962 0.1867 -2.8971 -0.276 0.026 -0.509
H -0.8105 -1.0001 -4.1658 -0.284 0.487 0.145
H 0.4962 -1.4153 -3.1465 0.710 0.448 -0.413
H -1.3778 -2.5976 -2.2213 0.807 -0.079 -0.202
H -2.1990 -1.1723 -2.0628 -0.327 0.402 0.126
H 0.4323 -1.7094 -0.6771 0.188 -0.403 -0.228
H -1.1330 -1.8592 -0.0152 -0.216 0.539 0.445
H -1.2056 0.7451 -0.6814 -0.192 0.286 0.235
H 0.4569 0.6212 -1.0143 0.554 0.020 0.808
H 0.8836 -0.1435 2.8879 -0.820 -0.030 -0.090
H 1.0144 -1.1689 1.4549 0.056 0.144 0.016
H 3.0430 0.6781 2.3776 -0.567 -0.208 0.293
H 2.8223 0.1590 0.7406 0.154 0.301 -0.113
H 2.1134 2.9033 1.8167 0.260 -0.257 -0.122
H 2.1468 2.3157 0.1242 0.440 0.099 0.232
H -0.0346 2.4484 2.1034 -0.464 0.035 -0.152
H -0.3949 2.5089 0.3514 0.696 0.399 -0.068
H -2.1634 1.0368 1.4128 -0.474 -0.693 -0.210
H -1.4001 0.8851 2.9062 0.726 -0.230 0.047
H -1.7691 -0.6477 2.1011 0.200 0.122 -0.598
Br -2.0236 -4.9739 -3.7585 -0.012 -0.045 -0.031
```
Positions in Å, forces in eV/Å.

## Properties
- charge = +1
- energy above the lowest of the compared OMol25 structures with the same formula, charge and spin (kcal per mole) = 3.5
- 2S+1 = 2
- E_LUMO (spin up / spin down) (eV) = -2.47 / -5.82
- <S²> = 0.75
- frontier orbital gap (spin up / spin down) (eV) = 11.066 / 7.308
- HOMO level (spin up / spin down) (Eh) = -0.497 / -0.483

---

Here is a molecular structure, C51H55N5O5P2SSi2W in a non-equilibrium geometry from the Open Molecules 2025 dataset. Energies are from the ωB97M-V functional and the def2-TZVPD basis.

```
122
Properties=species:S:1:pos:R:3:forces:R:3
W 1.0281 0.0849 0.2669 0.175 2.310 -2.066
C -0.1326 1.0396 4.4635 0.029 -0.245 -0.269
Si -1.1433 -0.1096 3.3263 -0.272 0.713 1.119
C -1.3055 -1.6925 4.3723 0.051 0.037 -0.325
C -2.9075 0.6058 3.3008 0.183 -0.337 -0.042
N -0.4577 -0.4049 1.6919 -0.015 -0.734 -0.893
P -1.1774 -1.5199 0.6919 -0.671 -0.839 -0.109
C -0.5941 -1.0291 -0.9051 -0.439 1.482 1.731
P -1.0078 0.6029 -1.4692 -0.550 -0.112 -0.652
N -0.1349 1.6146 -0.4820 0.110 0.096 -0.345
Si 0.2563 3.3407 -0.8226 0.762 0.974 0.384
C -0.1548 4.5440 0.5852 -0.065 -0.293 -0.292
C 2.1478 3.4204 -0.9010 -0.433 0.091 -0.335
C -0.6138 4.0795 -2.3228 -0.038 -0.361 0.203
C -0.5069 0.7382 -3.3320 0.197 -0.064 0.097
C 0.3962 -0.4403 -3.7663 0.071 -0.161 0.044
C 0.3781 -0.7427 -5.2254 0.012 0.104 0.045
C -0.5031 -0.1837 -6.0504 0.133 -0.100 -0.108
C -1.5156 0.7458 -5.5631 -0.038 0.046 0.150
C -1.5669 1.1564 -4.2950 -0.072 0.134 0.121
C -2.7362 1.1032 -1.5726 0.160 -0.361 0.171
C -3.2456 2.2739 -1.0259 0.156 -0.064 -0.012
C -4.5894 2.5754 -1.1980 -0.045 0.088 0.047
C -5.4101 1.7178 -1.9160 0.002 -0.025 -0.003
C -4.8979 0.5488 -2.4694 0.030 -0.028 -0.038
C -3.5618 0.2394 -2.2981 0.075 0.075 0.100
C -0.5093 -3.1964 0.9277 -0.040 0.113 0.115
C 0.3358 -3.5443 1.9757 -0.093 0.005 -0.083
C 0.6973 -4.8678 2.1748 -0.030 0.008 0.012
C 0.2124 -5.8511 1.3270 0.056 -0.005 0.083
C -0.6111 -5.5090 0.2623 -0.072 -0.027 -0.109
C -0.9759 -4.1894 0.0643 0.095 0.213 -0.041
C -2.9312 -1.8108 1.0954 0.214 0.191 -0.304
C -3.3147 -2.9466 1.8120 0.075 -0.047 0.048
C -4.6508 -3.1638 2.1046 -0.053 -0.067 0.098
C -5.6204 -2.2657 1.6831 0.047 0.052 -0.041
C -5.2470 -1.1338 0.9741 -0.013 0.031 -0.013
C -3.9114 -0.9082 0.6909 -0.021 -0.083 0.014
H -0.7581 1.1683 5.3500 -0.071 -0.008 0.020
H 0.8013 0.6060 4.8170 -0.106 0.031 0.057
H 0.0805 2.0365 4.0828 -0.052 0.056 0.015
H -0.9349 -1.4974 5.3807 0.082 0.087 -0.009
H -2.3584 -1.9553 4.4787 -0.040 0.001 -0.071
H -0.7990 -2.5817 4.0043 0.021 -0.006 0.018
H -3.6104 -0.1541 3.6445 -0.047 -0.028 -0.033
H -2.9669 1.4350 4.0083 0.090 0.040 0.003
H -3.2723 0.9567 2.3395 0.000 0.039 -0.025
H 0.3775 4.3408 1.5127 0.057 -0.029 -0.006
H 0.1746 5.5226 0.2259 0.029 0.028 -0.059
H -1.2195 4.6375 0.8044 -0.023 -0.005 -0.002
H 2.6131 2.7859 -0.1481 0.039 -0.008 0.072
H 2.5308 3.1443 -1.8845 0.027 -0.073 -0.006
H 2.4794 4.4431 -0.7126 -0.080 0.049 0.022
H -1.4306 4.7349 -2.0174 -0.017 -0.023 0.085
H 0.1017 4.6930 -2.8725 0.096 -0.043 0.010
H -1.0063 3.3498 -3.0254 -0.007 0.077 -0.053
H 0.3212 -1.3576 -3.1786 -0.004 0.031 0.005
H 1.0963 -1.4794 -5.5640 -0.017 0.004 -0.104
H -0.5075 -0.4263 -7.1043 0.014 -0.071 0.004
H -2.2546 1.1012 -6.2693 -0.015 0.043 0.014
H -2.3273 1.8516 -3.9711 -0.047 0.000 -0.061
H -2.5952 2.9578 -0.4913 -0.047 0.022 0.016
H -4.9939 3.4870 -0.7796 -0.008 0.012 0.001
H -6.4542 1.9635 -2.0537 -0.016 0.010 0.008
H -5.5365 -0.1128 -3.0383 -0.026 -0.006 0.017
H -3.1393 -0.6695 -2.7123 -0.129 -0.042 -0.049
H 0.7251 -2.7792 2.6253 -0.004 -0.038 0.085
H 1.3503 -5.1251 2.9985 0.010 -0.036 -0.013
H 0.4735 -6.8859 1.5019 0.023 -0.016 -0.058
H -0.9752 -6.2740 -0.4095 -0.017 -0.013 0.004
H -1.6304 -3.9095 -0.7532 -0.010 -0.114 -0.048
H -2.5757 -3.6666 2.1350 -0.052 -0.010 0.028
H -4.9423 -4.0475 2.6555 0.032 -0.019 0.020
H -6.6638 -2.4466 1.9020 -0.009 -0.027 0.018
H -5.9939 -0.4278 0.6369 -0.009 0.019 0.011
H -3.6242 -0.0269 0.1482 -0.103 0.085 0.055
O -1.0318 2.2433 1.9690 0.019 0.370 0.428
H -1.7798 2.0987 1.3807 0.064 0.037 -0.063
H -1.2898 2.9700 2.5485 -0.144 -0.012 -0.032
O 0.6399 1.6320 -3.3688 0.191 0.204 -0.377
C 1.5089 0.4973 -3.2642 -0.699 -0.231 0.139
N 1.7027 0.2625 -1.8428 0.718 -0.169 0.396
C 2.9536 0.4354 -1.5241 -0.075 0.240 -0.366
O 3.1950 0.4122 -0.2718 -0.458 -0.118 0.415
C 3.7879 0.6566 -2.7039 0.114 0.054 -0.247
C 5.1485 0.8357 -2.8618 -0.079 -0.039 0.121
C 5.6285 0.9930 -4.1560 0.010 0.018 -0.007
C 4.7590 0.9840 -5.2401 -0.054 0.029 -0.051
C 3.3823 0.8370 -5.0737 -0.101 -0.010 -0.036
C 2.9051 0.6656 -3.7935 0.185 -0.012 0.471
H 5.8027 0.8426 -2.0012 0.089 -0.003 0.006
H 6.6874 1.1277 -4.3285 0.006 -0.019 0.017
H 5.1570 1.0982 -6.2393 0.014 0.029 0.003
H 2.7131 0.8549 -5.9231 0.015 0.009 -0.018
O 1.9601 -2.8470 -0.5346 0.334 -0.001 -1.554
N 1.8076 -1.7324 -0.2339 0.326 -1.668 2.360
O 1.9086 -1.4410 1.0645 1.337 -1.385 0.836
N 1.8642 1.0884 1.9657 -0.808 0.254 -0.211
S 3.1603 1.2422 2.9760 0.462 -0.926 -0.472
C 4.6890 0.9201 2.0962 -0.168 0.284 -0.072
C 5.1107 -0.3709 1.8018 -0.038 -0.042 -0.105
C 6.3437 -0.5481 1.2037 -0.035 -0.038 0.001
C 7.1459 0.5500 0.9090 -0.023 0.060 -0.018
C 6.7079 1.8333 1.1950 0.077 0.003 -0.052
C 5.4729 2.0228 1.7981 -0.144 0.136 0.031
C 3.2775 -0.2090 4.0534 -0.252 0.088 0.065
C 2.2552 -1.1314 4.1429 0.020 0.021 -0.218
C 2.3585 -2.1742 5.0525 0.027 -0.026 0.051
C 3.4918 -2.2928 5.8419 0.013 0.005 -0.005
C 4.5295 -1.3763 5.7187 -0.053 0.036 0.024
C 4.4201 -0.3151 4.8366 0.030 0.121 0.042
H 1.1536 1.6820 2.3939 -0.152 -0.031 -0.087
H 4.4866 -1.2255 2.0222 -0.014 -0.012 0.052
H 6.6868 -1.5473 0.9721 -0.003 -0.008 0.007
H 8.1195 0.3993 0.4616 0.000 0.004 -0.008
H 7.3291 2.6878 0.9648 0.011 0.005 0.024
H 5.1343 3.0210 2.0460 -0.010 0.014 0.002
H 1.3988 -1.0291 3.4929 -0.001 -0.065 0.047
H 1.5481 -2.8840 5.1572 -0.005 -0.015 -0.055
H 3.5709 -3.0946 6.5630 -0.002 -0.042 -0.030
H 5.4233 -1.4838 6.3170 -0.005 0.035 0.036
H 5.2194 0.4104 4.7542 0.025 -0.011 0.018
```
Positions in Å, forces in eV/Å.

## Properties
- charge = +2
- E_LUMO (eV) = -7.02
- frontier orbital gap (eV) = 6.112
- HOMO level (Eh) = -0.483

---

Values of DFT total energy, in order: -81181.6357 -118446.4082, all in eV.